Below is C39H42I2N3OSiTi as an isolated structure, with properties calculated with ωB97M-V/def2-TZVPD.

Cartesian coordinates (Å):
Ti -0.309971 0.132843 -0.333221
I -3.212520 1.639079 -7.234681
C -2.270594 0.981673 -5.476900
C -0.956970 0.545531 -5.514853
C -0.360462 0.110300 -4.346216
I 1.673609 -0.385596 -4.362224
C -1.046548 0.071048 -3.122566
O -0.473328 -0.399497 -2.004770
C -2.347220 0.603584 -3.100777
C -3.022140 0.807245 -1.771486
N -2.105882 1.535175 -0.858470
C -1.780370 2.885719 -1.335212
C -0.301482 3.060558 -1.570508
C 0.204142 4.280201 -1.994836
C 1.563474 4.403675 -2.215436
C 2.375684 3.294373 -2.028027
C 1.801815 2.119756 -1.589886
N 0.487271 2.007816 -1.342431
C -2.946344 1.041135 -4.271258
H -0.397872 0.556687 -6.439366
H -3.280854 -0.141448 -1.301077
H -3.949139 1.368256 -1.918694
H -2.563649 1.599894 0.043226
H -2.107624 3.643290 -0.619877
H -2.294500 3.087395 -2.277335
H -0.461457 5.121734 -2.133524
H 1.984883 5.349553 -2.527548
H 3.440107 3.338894 -2.206289
H 2.396027 1.236557 -1.412784
H -3.953868 1.436110 -4.234588
C -0.351721 -4.234242 -2.622776
C 0.450157 -3.694297 -1.468475
C 0.012188 -3.854092 -0.158348
C 0.754296 -3.372916 0.916194
C 0.325773 -3.661746 2.328863
C 1.944188 -2.702099 0.658385
C 2.418846 -2.548890 -0.641845
C 3.751600 -1.899436 -0.895460
C 1.668099 -3.063477 -1.691137
H -1.406813 -3.967393 -2.529568
H -0.288934 -5.323483 -2.654902
H 0.017610 -3.848281 -3.572610
H -0.904149 -4.397840 0.036230
H -0.759190 -3.620913 2.429504
H 0.775290 -2.959750 3.031734
H 0.648843 -4.666388 2.610487
H 2.548613 -2.350965 1.486356
H 4.546388 -2.648234 -0.876880
H 3.968932 -1.162201 -0.123166
H 3.775300 -1.417920 -1.874214
H 2.064949 -3.017826 -2.696528
C 1.426406 0.221287 0.644705
C 2.348336 0.652502 1.314459
C 3.429053 1.157319 2.099142
C 3.202702 1.552716 3.421685
C 4.225984 2.110215 4.167642
C 5.489334 2.262373 3.612624
C 5.726062 1.854777 2.307328
C 4.704218 1.310970 1.548872
H 2.221866 1.417722 3.857566
H 4.037426 2.427288 5.184688
H 6.288512 2.693458 4.200377
H 6.713050 1.963593 1.877810
H 4.888150 1.001372 0.527934
C -3.167544 1.627401 2.753294
Si -1.392616 0.985636 2.534163
C -0.414818 2.518280 1.969665
C -0.608815 0.394605 4.140642
N -1.355103 -0.194542 1.220528
C -2.250861 -1.279519 1.226318
C -2.957434 -1.676914 2.369508
C -3.903390 -2.685542 2.323719
C -4.188192 -3.339593 1.135529
C -3.464143 -3.002890 0.003870
C -2.505762 -2.003865 0.049091
H -3.163552 2.500196 3.408652
H -3.834822 0.889968 3.199039
H -3.625362 1.938392 1.809372
H -0.880463 3.421609 2.369725
H -0.345062 2.635566 0.889649
H 0.605239 2.487202 2.347937
H -0.379825 1.252716 4.775771
H 0.322558 -0.134782 3.928359
H -1.248401 -0.276080 4.715079
H -2.743906 -1.200740 3.318156
H -4.426936 -2.959156 3.230556
H -4.947019 -4.108375 1.098362
H -3.646680 -3.521734 -0.929267
H -1.922674 -1.812581 -0.842776

Forces on atoms 1 to 6 (eV/Å):
Ti -0.33 2.15 1.09
I 0.15 -0.11 0.27
C -0.15 0.15 -0.33
C -0.11 0.01 -0.02
C 0.50 -0.27 0.64
I -0.17 -0.02 -0.13

As for the total charge: +1. For the lowest unoccupied orbital energy, the calculation gives -3.4 eV. The HOMO energy comes out at -10.54 eV. The calculation puts the relative energy (zero: lowest compared OMol25 entry of this formula, charge and spin) at 14.7 kcal/mol. The calculation puts the gap between HOMO and LUMO at 7.134 eV.


Below is C30H60MgO39P2V as an isolated structure, with properties calculated with ωB97M-V/def2-TZVPD.

Cartesian coordinates (Å):
O 2.426291 2.085829 0.113774
V 1.777879 1.158701 1.155429
Mg -1.114526 0.311588 2.123372
P -0.212963 -0.216430 0.145295
O 0.608923 -0.480450 1.435821
O -0.244715 1.226862 0.715148
O -1.583116 -0.756342 0.658012
O 0.543078 -0.469363 -1.123961
P 0.970717 2.054895 3.635872
O 1.511746 3.003323 2.498810
O 1.600649 2.518788 4.963796
O 2.307178 1.311295 3.151192
O -0.284465 1.234892 3.472359
C -1.640780 9.025761 0.457223
O -2.159272 7.772128 0.875968
C -1.170074 6.898781 1.272943
O 0.002449 7.121114 1.339791
O -1.794209 5.790877 1.574269
C -1.104762 4.579061 1.829393
H -0.701210 9.307433 0.937173
H -2.406845 9.783876 0.590175
H -1.325056 8.921883 -0.587745
H -0.817147 4.091630 0.889533
H -1.648157 3.847843 2.417624
H -0.078539 4.691699 2.197124
C 4.546162 -5.477932 6.270669
O 3.420470 -5.028906 5.556033
C 3.489556 -3.849139 4.929306
O 4.466864 -3.166208 4.797245
O 2.287406 -3.632980 4.439630
C 1.905381 -2.454532 3.758133
H 5.450888 -5.398473 5.661962
H 4.458831 -6.536546 6.503591
H 4.735832 -4.916713 7.185401
H 1.441229 -1.704319 4.411216
H 1.241606 -2.695087 2.935291
H 2.739059 -1.799328 3.482826
C -4.426633 2.228099 4.265875
O -4.574247 2.639465 2.906317
C -3.668944 2.252881 2.043533
O -2.781499 1.480344 2.315284
O -3.964243 2.723161 0.852368
C -3.077474 2.465529 -0.230103
H -5.281333 2.565863 4.840167
H -3.518495 2.744947 4.587951
H -4.233451 1.168766 4.427453
H -3.631694 2.618006 -1.154074
H -2.752569 1.424687 -0.252354
H -2.200869 3.109587 -0.223089
C 6.048224 -2.393520 1.721859
O 5.370231 -1.187524 1.418388
C 4.112758 -1.273086 0.942587
O 3.515831 -0.286990 0.656113
O 3.722222 -2.529606 0.755996
C 2.690867 -2.727509 -0.183959
H 7.050955 -2.200540 2.086608
H 6.095276 -3.001921 0.811033
H 5.529029 -3.073581 2.400379
H 2.897917 -2.273676 -1.151064
H 1.765073 -2.267904 0.176135
H 2.454008 -3.784019 -0.286693
C 1.968247 -1.249255 -3.709224
O 3.164044 -2.012076 -3.864988
C 4.194153 -1.387832 -4.426316
O 4.232015 -0.236696 -4.753640
O 5.201265 -2.261991 -4.471962
C 6.507372 -1.792781 -4.748080
H 1.383887 -1.674129 -2.898751
H 1.398202 -1.236053 -4.639983
H 2.186714 -0.233969 -3.378586
H 7.171899 -2.549088 -4.344710
H 6.745950 -0.820853 -4.310517
H 6.641493 -1.607203 -5.815843
C -7.430249 0.593215 -1.972707
O -7.057121 -0.447359 -1.077258
C -5.737612 -0.705426 -1.028984
O -4.897669 0.054869 -1.438358
O -5.541184 -1.788873 -0.342552
C -4.210046 -2.260159 -0.147365
H -8.503171 0.679006 -1.816775
H -7.188774 0.381530 -3.013809
H -6.950736 1.538865 -1.718830
H -4.196530 -3.306428 0.145651
H -3.725162 -1.678895 0.637826
H -3.578309 -2.123594 -1.023751
C -2.176632 -3.556939 2.517839
O -2.406177 -3.121527 3.856842
C -2.211915 -1.850034 4.174753
O -1.821379 -1.005306 3.414036
O -2.358560 -1.701991 5.473989
C -1.806700 -0.498201 6.027670
H -3.021915 -4.121688 2.135857
H -1.189172 -4.012055 2.506545
H -2.098281 -2.691101 1.848945
H -2.363106 0.353434 5.645398
H -0.751410 -0.498422 5.741134
H -1.754572 -0.533906 7.113578
C 0.260532 2.669159 -2.454827
O 0.253685 4.024998 -1.994278
C 0.933638 5.003919 -2.562183
O 1.397528 4.947769 -3.680411
O 0.998737 6.002731 -1.713439
C 1.861058 7.077386 -1.950951
H -0.490773 2.197123 -1.828892
H 1.202500 2.199695 -2.165910
H 0.106672 2.622278 -3.530055
H 2.891798 6.784219 -2.169305
H 1.979506 7.669692 -1.045231
H 1.499388 7.696413 -2.774264
C -0.770344 -3.763345 -1.251529
O -0.456520 -5.114355 -1.594554
C 0.659693 -5.297983 -2.273418
O 1.360535 -4.444208 -2.742288
O 0.891182 -6.607459 -2.359273
C 2.086408 -7.042009 -2.939570
H -1.448255 -3.745160 -0.400313
H -1.275835 -3.208671 -2.041607
H 0.119183 -3.206934 -0.966715
H 2.016564 -8.087207 -3.235365
H 2.925231 -6.867826 -2.262161
H 2.309426 -6.510466 -3.870615
C -1.641710 1.905775 -7.101405
O -1.530759 1.678243 -5.709353
C -1.592171 0.427821 -5.277891
O -1.578131 -0.541787 -5.999065
O -1.630279 0.463533 -3.960090
C -1.731735 -0.759899 -3.253034
H -2.672026 1.874379 -7.460107
H -1.084790 1.160134 -7.667926
H -1.223302 2.898156 -7.250136
H -2.614489 -1.373643 -3.465812
H -1.718086 -0.546563 -2.188908
H -0.900189 -1.399993 -3.552568

Forces on atoms 1 to 6 (eV/Å):
O 1.38 0.79 -2.44
V -0.41 3.40 5.53
Mg -0.89 0.88 3.00
P 1.11 -0.39 0.67
O 3.17 -5.70 1.26
O -1.20 4.86 -4.32

As for the total charge: -2. The expectation value of S² is 0.76. For the lowest unoccupied orbital energy (spin up / spin down), the calculation gives 3.5 / 3.5 eV. The HOMO energy (spin up / spin down) comes out at 0.03 / 0.01 eV. The calculation puts the gap between HOMO and LUMO (spin up / spin down) at 3.514 / 3.535 eV. Its spin multiplicity is 2.


Below is C47H37GeN6O4V as an isolated structure, with properties calculated with ωB97M-V/def2-TZVPD.

Cartesian coordinates (Å):
V -0.517709 -0.672885 0.236331
O -5.770544 -4.732836 -0.702829
C -5.872852 -3.576274 -0.322237
O -6.709227 -2.802218 0.115386
C -4.460727 -2.809613 -0.497119
C -3.294823 -3.553432 -0.572468
C -2.096256 -2.860214 -0.569071
N -2.071033 -1.517506 -0.486174
C -3.210700 -0.804636 -0.552409
C -4.447913 -1.424572 -0.522067
C -2.932827 0.626052 -0.640321
C -3.891014 1.616607 -0.794918
C -3.478294 2.933922 -0.884423
C -2.122381 3.216041 -0.821222
C -1.228474 2.173586 -0.670450
N -1.611793 0.901513 -0.575158
C -0.748541 -3.425901 -0.610439
C -0.449206 -4.759200 -0.844795
C 0.875794 -5.158175 -0.857562
C 1.859837 -4.213515 -0.616025
C 1.485868 -2.898874 -0.406622
N 0.214006 -2.499167 -0.420263
H -3.342133 -4.631111 -0.612818
H -5.375315 -0.873385 -0.490170
H -4.939176 1.355475 -0.840124
H -4.201469 3.729718 -0.999249
H -1.760229 4.231831 -0.879040
H -0.168425 2.352471 -0.600055
H -1.243556 -5.471689 -1.020589
H 1.136911 -6.186862 -1.063826
H 2.906953 -4.479309 -0.608749
H 2.234388 -2.135756 -0.252011
C 3.135961 0.193460 2.237282
C 1.877844 -0.569109 1.930298
O 1.115394 -0.082957 1.064485
C 1.584497 -1.797072 2.613958
C 2.555014 -2.438288 3.415714
C 2.281232 -3.604792 4.072921
C 0.993799 -4.161118 3.983410
C 0.015680 -3.555165 3.240507
C 0.274181 -2.367299 2.512390
O -0.672352 -1.841729 1.803477
H 3.122459 1.137621 1.697454
H 4.012796 -0.375541 1.924258
H 3.215845 0.381883 3.307767
H 3.543365 -2.005161 3.499946
H 3.045647 -4.093719 4.660655
H 0.773483 -5.082451 4.507740
H -0.983910 -3.967283 3.180455
Ge 1.013421 -0.043863 -1.812609
C 1.694319 -1.492041 -3.000915
C 3.070211 -1.705731 -3.077875
C 3.596959 -2.654918 -3.943819
C 2.751048 -3.404200 -4.749288
C 1.379060 -3.206677 -4.677855
C 0.857375 -2.260402 -3.806546
C 0.601719 1.480785 -3.025150
C 1.572208 2.469223 -3.183418
C 1.379573 3.520344 -4.070913
C 0.207107 3.594827 -4.809338
C -0.769925 2.620293 -4.657694
C -0.572687 1.571927 -3.768980
H 2.384225 0.456024 -1.250094
H 3.738107 -1.116886 -2.457961
H 4.668448 -2.806277 -3.993492
H 3.160712 -4.135747 -5.433832
H 0.718321 -3.790556 -5.307213
H -0.218644 -2.119110 -3.754639
H 2.485385 2.422049 -2.600636
H 2.140362 4.283492 -4.177780
H 0.055903 4.412275 -5.502781
H -1.687033 2.681917 -5.230921
H -1.344126 0.815191 -3.655751
C -2.923542 1.145303 3.669370
C -2.393368 0.413257 2.624338
N -1.285830 0.786138 1.985064
C -0.642857 1.885512 2.382899
C -1.070877 2.675222 3.453101
C -2.253221 2.277960 4.086165
C -0.331086 3.783927 4.073158
C 0.677052 4.596926 3.722411
C 1.429271 4.890751 2.495740
C 2.584769 5.665306 2.634158
C 3.271995 6.015947 1.487801
N 2.847817 5.660036 0.279126
C 1.736582 4.940951 0.245929
N 1.013699 4.519879 1.279309
H -3.824676 0.816557 4.167640
H -2.859952 -0.506237 2.291345
H 0.272214 2.125976 1.863621
H -2.629372 2.854286 4.922745
H -0.668353 3.946047 5.092400
H 1.015144 5.238939 4.529227
H 2.925642 5.978100 3.611224
H 4.179000 6.608214 1.527120
H 1.387825 4.667699 -0.745617

Forces on atoms 1 to 6 (eV/Å):
V 0.27 0.49 1.55
O -0.58 -0.82 0.12
C 1.79 0.93 -0.70
O -1.03 0.01 0.40
C -1.17 -0.68 0.29
C 0.96 0.58 -0.12

As for the total charge: +1. The expectation value of S² is 0.83. For the lowest unoccupied orbital energy (spin up / spin down), the calculation gives -4.6 / -4.3 eV. The HOMO energy (spin up / spin down) comes out at -10.01 / -10.01 eV. The calculation puts the relative energy (zero: lowest compared OMol25 entry of this formula, charge and spin) at 29.9 kcal/mol. The calculation puts the gap between HOMO and LUMO (spin up / spin down) at 5.376 / 5.691 eV. Its spin multiplicity is 2.


Below is C18H15As4CuF24N3O6 as an isolated structure, with properties calculated with ωB97M-V/def2-TZVPD.

Cartesian coordinates (Å):
Cu -0.571273 -0.113932 -0.025493
As 0.477397 2.056648 -3.838693
F 0.787667 3.227378 -5.161793
F 0.045707 3.421738 -2.751913
F 0.072247 0.932698 -2.547713
F 1.068567 0.586288 -4.723223
F 2.224627 2.328658 -3.246193
F -1.127173 1.797478 -4.457113
As 3.095637 -1.224842 -1.982963
F 2.289497 -1.274972 -3.653583
F 1.576787 -0.494412 -1.569553
F 3.781777 -0.989572 -0.366923
F 4.578227 -1.914932 -2.835653
F 3.693127 0.532628 -2.439043
F 2.507977 -2.887952 -1.669253
As 2.143607 2.747368 0.573917
F 3.070477 2.785298 -0.974683
F 3.635937 3.152358 1.397297
F 1.199997 2.790968 2.211207
F 0.592047 2.079808 -0.194103
F 2.590167 1.042098 0.723287
F 1.701817 4.428878 0.197197
As -1.678103 -2.307452 -3.175033
F -2.230903 -3.301882 -4.594383
F -2.746673 -3.207862 -2.052093
F -1.011063 -1.333232 -1.790003
F -0.524163 -1.424922 -4.310393
F -2.978383 -1.033902 -3.346963
F -0.344053 -3.587472 -3.071743
C 0.774997 -6.856032 -0.478183
C 2.065527 -6.452562 -0.041893
C 2.142017 -5.110322 0.372837
C 1.067287 -4.281712 0.493667
C -0.219763 -4.714872 0.038907
C -0.318173 -6.054922 -0.407963
N 1.240797 -2.882782 0.979157
O 0.308527 -2.166062 1.091997
O 2.341907 -2.383182 1.135307
H 0.751197 -7.903842 -0.738813
H 2.977777 -7.024662 -0.125013
H 3.113437 -4.671552 0.546657
H -1.014553 -3.990042 -0.057713
H -1.260623 -6.346152 -0.847713
C -4.132343 4.399338 -2.587463
C -3.302043 3.265688 -2.767273
C -2.618373 2.748518 -1.711243
C -2.771493 3.301628 -0.440203
C -3.512153 4.517968 -0.227723
C -4.192013 5.006908 -1.401393
N -2.497263 2.624248 0.827057
O -2.396243 1.414788 0.789247
O -2.340253 3.211408 1.867797
H -4.589203 4.869538 -3.445713
H -3.350893 2.758088 -3.719303
H -2.046183 1.855368 -1.914383
H -3.535343 5.068948 0.700867
H -4.769123 5.916128 -1.319813
C -0.355843 1.351638 6.860017
C -0.781623 2.037368 5.701757
C -0.322123 1.619088 4.524817
C 0.487007 0.507898 4.457787
C 0.881247 -0.242892 5.593017
C 0.545077 0.222688 6.865437
N 1.020407 0.051338 3.157627
O 2.139387 -0.544222 3.125557
O 0.457167 0.425838 2.165217
H -0.633803 1.827698 7.788727
H -1.273453 2.964418 5.956867
H -0.581953 2.190178 3.645757
H 1.614087 -1.032512 5.516557
H 0.965507 -0.311372 7.704737

Forces on atoms 1 to 6 (eV/Å):
Cu 0.98 0.35 -0.51
As 4.20 -1.12 0.90
F -0.38 -0.85 0.61
F -0.43 -0.81 -1.08
F -0.51 1.24 -0.37
F -0.82 2.68 0.17

As for the total charge: -3. For the lowest unoccupied orbital energy, the calculation gives 5.3 eV. The HOMO energy comes out at -2.37 eV. The calculation puts the relative energy (zero: lowest compared OMol25 entry of this formula, charge and spin) at 128.0 kcal/mol. The calculation puts the gap between HOMO and LUMO at 7.646 eV.